1.
Formula: C6H15ClN3
Source: the OMol25 dataset
Level of theory: ωB97M-V/def2-TZVPD

Geometry as XYZ:
```
25
Properties=species:S:1:pos:R:3
N 2.04 -0.36 0.78
C 0.95 0.22 0.02
N 1.32 0.95 -1.20
Cl 2.10 -0.10 -2.49
C 0.17 1.21 0.85
C -1.14 1.69 0.17
C -2.03 0.45 -0.16
C -1.35 -0.66 -1.00
C 0.03 -1.02 -0.44
N 0.08 -1.88 0.72
H 2.25 0.10 1.59
H 2.99 -0.66 0.41
H 1.91 1.87 -1.20
H 0.66 2.11 1.16
H -0.23 0.64 1.76
H -0.70 2.11 -0.89
H -1.63 2.43 0.75
H -2.45 -0.04 0.83
H -2.83 0.73 -0.75
H -1.95 -1.54 -0.70
H -1.34 -0.51 -2.06
H 0.67 -1.66 -1.16
H -0.54 -1.66 1.48
H -0.09 -2.87 0.55
H 1.10 -1.57 1.00
```

Results
* SMILES: N[C@]1(NCl)CCCC[C@@H]1[NH3+]
* HOMO level: -13.152 eV
* LUMO energy: -0.1093 Eh
* charge: +1
* energy relative to the best compared isomer or geometry (same formula, charge and spin): 88.48 kJ/mol

---

2.
Formula: C29H48EuN5O6S2Si4Te
Source: the OMol25 dataset
Level of theory: ωB97M-V/def2-TZVPD

Geometry as XYZ:
```
96
Properties=species:S:1:pos:R:3
Eu -0.92 -2.77 -0.31
O 0.83 -2.76 -4.44
C -0.01 -2.71 -3.40
O 0.43 -2.93 -2.24
C -1.45 -2.30 -3.65
C -1.92 -2.10 -4.94
C -3.10 -1.38 -5.10
C -3.82 -0.94 -3.98
C -3.24 -1.13 -2.73
N -2.24 -2.05 -2.58
C -3.55 -0.37 -1.45
O -4.48 0.61 -1.44
O -2.93 -0.62 -0.41
H 1.73 -3.09 -4.26
H -1.52 -2.60 -5.77
H -3.51 -1.07 -6.06
H -4.76 -0.38 -4.10
H -5.01 0.65 -2.26
C 0.08 -2.54 4.03
O -0.86 -1.44 4.05
C -1.29 -0.97 2.88
O -1.13 -1.48 1.72
N -1.93 0.22 3.09
N -2.36 1.03 2.00
H 1.10 -2.13 4.12
H 0.00 -3.07 3.07
H -0.16 -3.19 4.86
H -1.85 0.62 4.05
H -2.07 0.47 1.19
H -3.38 1.12 2.06
S 1.63 -2.07 0.30
C 2.04 -3.68 -0.18
C 3.20 -3.88 -0.96
C 3.69 -5.13 -1.26
C 3.11 -6.29 -0.76
C 2.00 -6.16 0.05
C 1.40 -4.94 0.36
S -0.11 -5.21 1.12
H 3.70 -2.99 -1.42
H 4.49 -5.19 -1.99
H 3.51 -7.27 -1.00
H 1.64 -7.07 0.55
N -7.13 -5.12 -0.21
C -5.80 -4.76 -0.04
C -4.79 -5.51 -0.70
C -3.49 -5.12 -0.56
N -3.09 -4.02 0.14
C -4.04 -3.34 0.86
C -5.38 -3.66 0.76
H -7.28 -5.56 -1.11
H -7.78 -4.42 0.10
H -5.03 -6.45 -1.25
H -2.66 -5.71 -0.94
H -3.69 -2.58 1.53
H -6.11 -3.18 1.41
C -1.13 5.31 0.49
Si 0.33 4.79 1.65
C -0.34 3.95 3.24
C 1.28 6.40 2.09
Si 1.80 3.53 0.42
Te 0.38 1.74 -0.43
Si 3.28 2.18 1.73
C 4.18 0.89 0.70
C 2.37 1.30 3.15
C 4.42 3.56 2.49
Si 2.80 4.40 -1.46
C 1.61 4.75 -2.87
C 4.03 3.05 -1.98
C 3.64 6.04 -1.05
H -1.93 5.70 1.07
H -1.59 4.45 0.02
H -0.81 6.04 -0.26
H -0.86 4.72 3.83
H 0.45 3.50 3.84
H -1.04 3.12 3.02
H 1.33 6.47 3.20
H 0.66 7.24 1.78
H 2.26 6.51 1.64
H 3.58 0.55 -0.18
H 4.38 0.01 1.29
H 5.14 1.34 0.42
H 1.46 0.88 2.79
H 2.20 2.00 3.99
H 3.07 0.55 3.52
H 4.99 4.14 1.76
H 5.01 3.00 3.18
H 3.80 4.32 3.01
H 0.72 4.16 -2.82
H 2.10 4.53 -3.81
H 1.35 5.81 -2.88
H 3.66 2.03 -2.07
H 4.92 3.09 -1.36
H 4.28 3.39 -2.96
H 2.99 6.90 -0.90
H 4.23 6.27 -1.93
H 4.28 5.99 -0.19
```

Results
* HOMO level (alpha / beta): -5.820 / -6.039 eV
* LUMO energy (alpha / beta): -0.0136 / -0.0483 Eh
* multiplicity: 7
* energy relative to the best compared isomer or geometry (same formula, charge and spin): 212.19 kJ/mol

---

3.
Formula: C30H28F5N4O2SiV
Source: the OMol25 dataset
Level of theory: ωB97M-V/def2-TZVPD

Geometry as XYZ:
```
71
Properties=species:S:1:pos:R:3
V 0.11 0.37 0.53
C -1.48 0.78 -0.72
Si -1.89 -0.37 -2.13
C -2.41 -1.99 -1.30
N -1.31 -2.40 -0.42
C -1.74 -3.06 0.81
C -2.22 -4.49 0.60
C -1.20 -5.30 -0.21
C 0.07 -4.49 -0.47
C -0.28 -3.18 -1.16
C -0.39 -0.62 -3.22
C 0.85 -0.06 -2.90
C 1.98 -0.32 -3.65
C 1.90 -1.15 -4.75
C 0.67 -1.71 -5.11
C -0.45 -1.45 -4.34
C -3.32 0.31 -3.13
C -4.62 0.29 -2.62
C -5.69 0.82 -3.33
C -5.47 1.39 -4.58
C -4.19 1.42 -5.10
C -3.13 0.89 -4.38
H -2.41 1.00 -0.20
H -1.12 1.74 -1.12
H -2.74 -2.78 -1.98
H -3.28 -1.73 -0.68
H -2.52 -2.44 1.26
H -0.90 -3.05 1.51
H -3.19 -4.48 0.09
H -2.40 -4.95 1.58
H -1.63 -5.58 -1.18
H -0.95 -6.24 0.29
H 0.76 -5.04 -1.11
H 0.61 -4.31 0.46
H -0.66 -3.41 -2.16
H 0.62 -2.58 -1.31
H 0.94 0.61 -2.04
H 2.94 0.10 -3.36
H 2.78 -1.37 -5.34
H 0.60 -2.36 -5.97
H -1.40 -1.90 -4.62
H -4.82 -0.14 -1.64
H -6.68 0.80 -2.91
H -6.30 1.80 -5.14
H -4.01 1.86 -6.08
H -2.13 0.92 -4.81
N 1.80 -2.00 2.54
C 2.10 -1.71 1.25
O 1.16 -1.13 0.55
C 3.29 -2.04 0.64
C 3.49 -1.72 -0.72
N 3.65 -1.44 -1.83
C 4.28 -2.69 1.43
N 5.00 -3.21 2.16
H 1.01 -1.54 2.95
H 2.52 -2.38 3.13
F 4.65 4.67 3.43
C 3.68 4.03 2.78
C 3.99 2.96 1.95
F 5.26 2.58 1.81
C 2.98 2.30 1.27
F 3.28 1.26 0.49
C 1.66 2.69 1.41
O 0.69 2.06 0.74
C 1.35 3.76 2.24
F 0.09 4.14 2.40
C 2.36 4.43 2.92
F 2.06 5.45 3.72
C -0.87 0.17 1.99
H -1.28 1.04 2.50
H -1.20 -0.81 2.32
```

Results
* HOMO level (alpha / beta): -8.447 / -8.447 eV
* LUMO energy (alpha / beta): -0.0364 / -0.0366 Eh
* energy relative to the best compared isomer or geometry (same formula, charge and spin): 49.76 kJ/mol

---

4.
Formula: C2H5PS
Source: the OMol25 dataset
Level of theory: ωB97M-V/def2-TZVPD

Geometry as XYZ:
```
9
Properties=species:S:1:pos:R:3
P 1.48 -0.81 -0.01
C 0.13 0.33 0.77
C -1.00 0.49 -0.30
S -2.53 0.19 -0.01
H 1.60 0.17 -1.00
H 0.84 -1.85 -0.73
H -0.41 -0.28 1.56
H 0.59 1.29 1.08
H -0.71 0.48 -1.36
```

Results
* SMILES: PCC=S
* HOMO level: -8.721 eV
* LUMO energy: -0.0100 Eh
* energy relative to the best compared isomer or geometry (same formula, charge and spin): 71.06 kJ/mol

---

5.
Formula: C54H59BFIO9S2
Source: the OMol25 dataset
Level of theory: ωB97M-V/def2-TZVPD

Geometry as XYZ:
```
127
Properties=species:S:1:pos:R:3
C 4.03 -3.65 3.91
C 2.58 -3.14 3.89
C 1.77 -3.77 2.74
C 1.51 -2.97 1.46
C 1.13 -1.46 1.54
C 2.49 -0.73 1.45
C 2.53 0.70 2.03
C 3.26 0.80 3.37
C 4.77 0.67 3.14
C 5.48 1.96 2.79
O 5.39 2.22 1.39
C 4.97 3.53 1.09
O 0.65 -1.03 2.84
S -0.81 -1.43 3.30
O -1.03 -2.84 3.31
O -0.99 -0.81 4.57
C -1.84 -0.61 2.05
C -3.27 -1.12 2.36
C -4.09 -0.27 3.32
C -4.15 -0.68 4.66
C -4.90 0.02 5.59
C -5.63 1.15 5.22
C -5.57 1.57 3.89
C -4.82 0.87 2.94
C -4.81 1.40 1.53
B -1.65 0.98 2.25
C -1.77 1.74 3.63
O -1.32 1.78 1.19
C -1.36 -1.14 0.63
I -1.97 -3.28 0.35
C -2.19 -0.46 -0.47
C -2.05 -0.97 -1.92
C -1.93 0.20 -2.91
F -3.20 -1.64 -2.28
C 0.18 -1.11 0.35
S 0.73 0.31 -0.68
H 4.10 -4.59 4.44
H 4.72 -2.94 4.36
H 4.36 -3.86 2.89
H 2.13 -3.46 4.83
H 2.60 -2.06 3.90
H 2.34 -4.64 2.42
H 0.87 -4.21 3.15
H 0.78 -3.53 0.89
H 2.41 -3.02 0.86
H 2.90 -0.81 0.45
H 3.17 -1.31 2.07
H 3.12 1.29 1.33
H 1.56 1.19 2.06
H 2.89 0.09 4.10
H 3.06 1.80 3.76
H 4.95 0.01 2.29
H 5.29 0.24 3.99
H 5.14 2.83 3.36
H 6.54 1.84 3.04
H 4.88 3.63 0.02
H 3.98 3.73 1.51
H 5.68 4.26 1.47
H -3.85 -1.21 1.45
H -3.26 -2.12 2.77
H -3.61 -1.56 4.98
H -4.97 -0.30 6.62
H -6.23 1.68 5.94
H -6.14 2.44 3.59
H -5.80 1.72 1.22
H -4.18 2.29 1.49
H -4.41 0.69 0.82
H -2.25 1.18 4.42
H -0.78 2.05 3.99
H -2.34 2.65 3.46
H -0.73 2.47 1.50
H -1.98 0.60 -0.52
H -3.25 -0.58 -0.26
H -1.16 -1.58 -2.07
H -0.90 0.49 -3.05
H -2.53 1.04 -2.59
H -2.32 -0.16 -3.86
H 0.35 -1.90 -0.37
H 0.85 1.31 0.19
O -6.71 3.17 -2.30
C -6.77 3.22 -3.51
C -6.38 2.05 -4.35
C -5.97 0.88 -3.73
C -5.63 -0.23 -4.49
C -5.72 -0.18 -5.87
C -6.12 0.99 -6.50
C -6.45 2.11 -5.74
C -6.86 3.36 -6.44
O -6.87 3.43 -7.65
C -7.27 4.52 -5.60
C -7.70 5.69 -6.22
C -8.11 6.77 -5.46
C -8.10 6.69 -4.07
C -7.67 5.53 -3.45
C -7.25 4.45 -4.21
H -5.91 0.84 -2.65
H -5.31 -1.14 -3.99
H -5.46 -1.05 -6.46
H -6.18 1.04 -7.58
H -7.70 5.74 -7.30
H -8.44 7.68 -5.95
H -8.43 7.53 -3.48
H -7.65 5.47 -2.37
O 8.48 -3.18 -3.81
C 7.74 -2.93 -2.88
C 7.16 -4.02 -2.05
C 7.49 -5.34 -2.34
C 6.98 -6.36 -1.55
C 6.15 -6.08 -0.48
C 5.80 -4.76 -0.20
C 6.30 -3.73 -0.98
C 5.91 -2.33 -0.68
O 5.12 -2.08 0.21
C 6.51 -1.24 -1.50
C 6.18 0.08 -1.20
C 6.74 1.11 -1.93
C 7.64 0.83 -2.96
C 7.96 -0.48 -3.26
C 7.39 -1.52 -2.54
H 8.14 -5.56 -3.17
H 7.24 -7.39 -1.77
H 5.76 -6.88 0.14
H 5.15 -4.53 0.63
H 5.49 0.29 -0.40
H 6.49 2.13 -1.70
H 8.08 1.64 -3.52
H 8.65 -0.71 -4.06
```

Results
* SMILES: CCCC[C@]1(CCCCCOC)OS(=O)(=O)[C@@](Cc2ccccc2C)(B(C)O)[C@@](I)(C[C@H](C)F)[C@H]1S.O=C1c2ccccc2C(=O)c2ccccc21.O=C1c2ccccc2C(=O)c2ccccc21
* HOMO level: -8.867 eV
* LUMO energy: -0.0389 Eh

---

6.
Formula: C2H5PS
Source: the OMol25 dataset
Level of theory: ωB97M-V/def2-TZVPD

Geometry as XYZ:
```
9
Properties=species:S:1:pos:R:3
H 3.32 -1.36 0.72
P 3.25 -0.13 0.21
C 1.55 0.02 0.14
S 0.58 1.47 -0.26
C -1.03 0.97 0.42
H 0.86 -0.79 0.61
H -0.92 0.87 1.49
H -1.31 0.00 0.13
H -1.78 1.64 0.31
```

Results
* SMILES: [H]/P=C/SC
* HOMO level: -8.245 eV
* LUMO energy: 0.0052 Eh
* energy relative to the best compared isomer or geometry (same formula, charge and spin): 73.76 kJ/mol

---

7.
Formula: C6H10O2
Source: the OMol25 dataset
Level of theory: ωB97M-V/def2-TZVPD

Geometry as XYZ:
```
18
Properties=species:S:1:pos:R:3
C 0.79 -1.25 -0.30
C -0.34 -1.83 0.10
O -1.55 -1.25 0.22
C -2.24 0.09 0.22
C -0.87 0.78 -0.06
O 0.03 1.98 0.04
C 1.32 1.37 0.39
C 1.53 0.08 -0.56
H 1.72 -1.82 -0.25
H -0.71 -2.78 0.29
H -2.84 0.51 1.06
H -2.88 0.13 -0.69
H -0.38 0.26 0.77
H -0.75 0.30 -1.02
H 2.13 2.19 0.18
H 1.22 1.15 1.57
H 2.62 -0.18 -0.49
H 1.20 0.26 -1.48
```

Results
* SMILES: C1=C\OCCOCC/1
* HOMO level: -8.720 eV
* LUMO energy: 0.0324 Eh
* energy relative to the best compared isomer or geometry (same formula, charge and spin): 695.80 kJ/mol

---

8.
Formula: Cl2FH
Source: the OMol25 dataset
Level of theory: ωB97M-V/def2-TZVPD

Geometry as XYZ:
```
4
Properties=species:S:1:pos:R:3
F 0.82 1.09 -0.09
Cl 1.88 -0.16 -0.17
Cl -1.21 0.07 -0.20
H -1.50 -1.00 0.45
```

Results
* SMILES: FCl.Cl
* HOMO level: -11.092 eV
* LUMO energy: -0.0328 Eh
* energy relative to the best compared isomer or geometry (same formula, charge and spin): 193.28 kJ/mol